No. 1
A structure of composition C4H11N2O2 in a non-equilibrium geometry, computed with ωB97M-V/def2-TZVPD.

Properties
- M: 119.1 g/mol
- Spin multiplicity: 1
- Net charge: +1
- E: -418.57963 Eh
- Frontier orbital gap (alpha / beta): 8.66 / 8.27 eV
- ΔE to the lowest compared entry with this formula, charge and spin: 138.2 kcal per mole

Positions of all 19 atoms, in Å:
C  0.14543  0.81400  -0.75533
C  -1.20125  0.27735  0.69345
C  1.06036  0.90509  1.56513
C  0.81960  -1.16192  -2.06505
N  -1.29919  0.67752  -0.68497
N  0.34093  0.19922  0.54880
O  -1.60353  -0.97994  0.91518
O  0.42368  -1.98396  -1.08247
H  0.68622  1.58004  -1.27602
H  -1.48637  0.94947  1.46019
H  2.10194  1.06507  1.23918
H  0.85278  1.95926  1.67485
H  0.73278  0.47091  2.58125
H  1.86935  -1.21281  -1.99979
H  0.36033  -1.05019  -3.00108
H  -1.71776  1.62427  -0.93071
H  0.64811  -0.79365  0.54882
H  -2.27817  -0.95006  1.58523
H  -0.45524  -2.38966  -1.01669

No. 2
The ion C11H11N2 with charge +1 in a non-equilibrium geometry, computed with ωB97M-V/def2-TZVPD.

Properties
- M: 171.2 g/mol
- Spin multiplicity: 1
- Net charge: +1
- E: -534.83162 Eh
- Frontier orbital gap: 6.89 eV
- ΔE to the lowest compared entry with this formula, charge and spin: 138.1 kcal per mole

Positions of all 24 atoms, in Å:
C  3.21116  0.11939  -0.22175
C  -2.67013  -1.13551  -0.27784
C  -3.09306  0.15895  -0.38206
C  -1.35066  -1.47230  -0.01112
C  -2.24361  1.14938  0.03127
C  -0.40642  -0.53105  0.37274
C  -0.91341  0.85909  0.33118
C  0.87542  -0.97510  0.33624
C  0.03987  2.05905  0.50099
C  1.30505  1.65085  -0.27520
C  1.61455  -2.19871  0.33534
N  4.10308  -0.56715  -0.57551
N  2.12046  0.65993  0.31545
H  -3.48711  -1.84461  -0.44514
H  -4.08018  0.44672  -0.83670
H  -1.06874  -2.52724  -0.13988
H  -2.53792  2.23327  -0.01286
H  -0.28836  2.87532  -0.17832
H  0.25335  2.54137  1.55019
H  1.12231  1.37032  -1.24738
H  1.95649  2.63003  -0.37927
H  2.08953  -2.20810  1.40711
H  2.54369  -2.29887  -0.37066
H  0.90460  -2.99503  0.17318

No. 3
A structure of composition C24H33CeN8O in a non-equilibrium geometry, computed with ωB97M-V/def2-TZVPD.

Properties
- M: 589.7 g/mol
- Spin multiplicity: 1
- Net charge: +3
- E: -1921.75321 Eh
- Frontier orbital gap (alpha / beta): 4.28 / 4.29 eV
- ΔE to the lowest compared entry with this formula, charge and spin: 0.0 kcal per mole

Positions of all 67 atoms, in Å:
Ce  0.22714  0.28187  0.67126
C  0.42076  -4.41577  -0.26448
C  0.65687  -3.01897  0.22400
N  0.50352  -1.87379  -0.41502
N  0.12345  -1.93554  -1.71098
C  0.01717  -0.71761  -2.25874
O  0.27976  0.37708  -1.56081
C  -0.46593  -0.66353  -3.60697
C  -0.62696  -1.79070  -4.39650
C  -1.01561  -1.70067  -5.76618
C  -1.25714  -0.42931  -6.30649
C  -1.05596  0.69748  -5.53247
C  -0.66634  0.61054  -4.21051
C  1.17209  -2.85870  1.54553
C  1.42614  -3.94285  2.46625
C  1.86013  -3.66633  3.77274
C  2.01593  -2.30627  4.11821
C  1.63487  -1.28393  3.31323
N  1.28782  -1.60579  1.98203
H  0.29357  -4.34495  -1.34682
H  -0.35506  -5.00627  0.24389
H  1.33465  -4.98320  -0.15598
H  -0.56102  -2.78533  -3.87017
H  -1.00243  -2.58543  -6.32697
H  -1.49747  -0.36928  -7.38904
H  -1.12435  1.63148  -5.98814
H  -0.54161  1.48283  -3.52959
H  1.39111  -5.03989  2.14463
H  2.15525  -4.42932  4.53524
H  2.18391  -2.02309  5.18295
H  1.48097  -0.34124  3.75323
C  -2.28159  -1.60861  2.02038
N  -2.31578  -0.52114  0.92741
C  -3.03211  -1.14598  -0.23944
C  -3.16396  0.69532  1.47077
C  -2.76384  1.97355  0.72397
N  -1.33438  2.39778  0.77104
C  -0.91294  2.88375  2.03027
C  -1.07179  3.43222  -0.28112
H  -3.19998  -1.66387  2.60145
H  -1.45537  -1.37695  2.71103
H  -2.13883  -2.59277  1.56826
H  -4.13718  -1.29170  -0.04098
H  -2.61899  -2.12576  -0.54778
H  -2.86644  -0.47904  -1.10667
H  -3.02967  0.72985  2.53579
H  -4.25355  0.60857  1.29065
H  -3.33592  2.86044  1.01765
H  -2.96601  1.89391  -0.32020
H  -1.52754  3.79929  2.28606
H  0.18700  3.11978  1.93841
H  -1.07838  2.13562  2.82115
H  -1.66039  4.36318  -0.21038
H  -1.27124  2.98219  -1.27542
H  -0.01853  3.66134  -0.36820
N  4.40361  3.60549  2.45962
C  3.92856  3.14303  1.33877
C  3.16070  1.89777  1.38672
N  2.56554  1.42495  0.26318
C  2.60444  2.22886  -0.83764
C  3.24972  3.47768  -0.82815
N  3.80150  3.91258  0.26072
H  4.93861  2.93005  3.04849
H  4.74797  4.53973  2.50279
H  3.22187  1.15737  2.20119
H  2.15100  1.86816  -1.72445
H  3.17867  4.11982  -1.71264

No. 4
An isolated molecule of C4H4O2 in a non-equilibrium geometry, computed with ωB97M-V/def2-TZVPD.

Properties
- M: 84.1 g/mol
- Spin multiplicity: 1
- Net charge: 0
- E: -305.18116 Eh
- Frontier orbital gap: 10.10 eV
- ΔE to the lowest compared entry with this formula, charge and spin: 61.7 kcal per mole

Positions of all 10 atoms, in Å:
C  -1.97970  -0.16678  1.56058
C  -0.99809  -0.45644  0.92816
C  -0.01964  -0.61203  -0.11994
O  -0.60565  -1.01956  -1.10216
C  1.30249  0.15402  -0.31560
O  1.15346  0.87330  -1.51741
H  -2.75144  0.09808  2.24176
H  1.47698  0.83130  0.52872
H  2.19192  -0.48515  -0.41553
H  0.22966  0.78327  -1.78859

No. 5
An isolated molecule of C20H24ClN3O4S in a non-equilibrium geometry, computed with ωB97M-V/def2-TZVPD.

Properties
- M: 437.9 g/mol
- Spin multiplicity: 1
- Net charge: 0
- E: -2100.14501 Eh
- Frontier orbital gap: 9.57 eV
- ΔE to the lowest compared entry with this formula, charge and spin: 19.9 kcal per mole

Positions of all 53 atoms, in Å:
C  4.36640  1.43636  2.55330
C  4.10973  2.62120  1.62804
O  3.33026  2.27154  0.49680
C  1.99541  2.13654  0.59970
C  1.23543  2.34164  1.75160
C  -0.13943  2.17307  1.73213
C  -0.76879  1.80337  0.56244
S  -2.53157  1.48714  0.55165
O  -3.23489  2.53452  1.22541
O  -2.91254  1.18297  -0.80293
N  -2.57544  0.14052  1.55705
C  -3.88600  -0.21461  2.07117
C  -4.72150  -0.99353  1.05354
C  -3.95187  -2.21054  0.53866
C  -2.63157  -1.73520  -0.06397
C  -1.71727  -2.85284  -0.53734
O  -1.64446  -3.93969  -0.00490
N  -0.92674  -2.48063  -1.57268
C  0.23854  -3.23545  -1.98136
C  1.50244  -2.51832  -1.58623
C  1.67688  -2.06004  -0.28408
C  2.83132  -1.37165  0.04247
C  3.78022  -1.17290  -0.95013
N  3.63424  -1.61710  -2.18508
C  2.52517  -2.26344  -2.49345
C  -1.84797  -0.98572  1.02825
C  -0.04431  1.60622  -0.60035
C  1.32555  1.76995  -0.58357
Cl  2.24549  1.52276  -2.01657
H  3.43718  1.05093  2.96628
H  4.85905  0.63900  2.00264
H  5.01111  1.74702  3.37061
H  3.64857  3.45415  2.17073
H  5.05462  2.96794  1.20157
H  1.71042  2.63653  2.67318
H  -0.73173  2.32739  2.61898
H  -4.37373  0.72221  2.34276
H  -3.72992  -0.81379  2.97455
H  -5.65743  -1.30462  1.51929
H  -4.95393  -0.33391  0.21490
H  -3.74607  -2.90960  1.35209
H  -4.53866  -2.73617  -0.21622
H  -2.83799  -1.03777  -0.87977
H  -1.01497  -1.54638  -1.94172
H  0.17062  -4.20067  -1.46854
H  0.21763  -3.40320  -3.06232
H  0.91619  -2.25116  0.45998
H  2.98973  -1.00234  1.04380
H  4.69802  -0.63545  -0.75258
H  2.45151  -2.60002  -3.52011
H  -0.90087  -0.60679  0.63661
H  -1.63800  -1.67240  1.85587
H  -0.56376  1.33816  -1.50623

No. 6
A cluster of 8 separate species, BH18O7 in total in a non-equilibrium geometry, computed with ωB97M-V/def2-TZVPD.

Properties
- M: 140.9 g/mol
- Spin multiplicity: 1
- Net charge: -1
- E: -562.34693 Eh
- Frontier orbital gap: 9.96 eV
- ΔE to the lowest compared entry with this formula, charge and spin: 6.0 kcal per mole

Positions of all 26 atoms, in Å:
B  23.38737  -22.43054  16.99628
H  22.45579  -22.07263  16.25345
H  22.88739  -22.55251  18.10803
H  23.89011  -23.50989  16.65745
H  24.25687  -21.57826  17.01796
O  24.23598  -19.25755  14.65981
H  23.28887  -19.38343  14.64054
H  24.52859  -19.85599  15.33422
O  22.86429  -21.48581  13.54164
H  23.52586  -22.17913  13.64278
H  22.51848  -21.43191  14.44753
O  21.86042  -21.96945  20.73080
H  22.37752  -22.24661  19.97206
H  22.09271  -21.07727  21.00706
O  21.79205  -24.40304  14.90366
H  22.40553  -24.12941  15.57253
H  21.07897  -23.78121  14.91074
O  25.11874  -23.03101  14.06636
H  24.93250  -23.99861  13.89305
H  24.78371  -23.00258  14.98010
O  22.89220  -19.44449  18.56360
H  22.92095  -18.63556  18.03275
H  23.14189  -20.20391  18.06347
O  19.72977  -23.35915  18.37155
H  19.63037  -22.63510  17.69903
H  20.38879  -23.03148  18.99551